Entry 1:
Formula: C39H44Br2KN2O2S
Source: OMol25
Level of theory: ωB97M-V with the def2-TZVPD basis set

Geometry (Å):
K (-0.3582, 1.5638, 1.8308)
C (-1.1487, 3.2315, 4.2448)
C (-0.2366, 4.0640, 3.5607)
C (-0.8892, 4.5902, 2.4276)
C (-2.2052, 4.0848, 2.4148)
C (-2.3626, 3.2424, 3.5350)
H (-0.9423, 2.6519, 5.1355)
H (0.7817, 4.2832, 3.8617)
H (-0.4578, 5.2699, 1.7035)
H (-2.9751, 4.3298, 1.6918)
H (-3.2549, 2.6881, 3.7983)
C (4.7439, -2.8317, -2.7509)
C (3.6440, -3.7681, -2.2308)
C (3.1156, -4.5828, -3.4123)
C (4.2592, -4.7466, -1.2193)
C (2.5438, -2.9506, -1.5566)
C (2.8413, -2.1531, -0.4555)
C (1.8577, -1.4027, 0.1431)
Br (2.3698, -0.3154, 1.6332)
C (0.4888, -1.3495, -0.2633)
O (-0.3588, -0.6094, 0.3429)
C (0.1970, -2.1989, -1.3863)
C (1.2183, -2.9362, -1.9817)
C (-1.1945, -2.2764, -2.0457)
C (-1.1581, -1.4851, -3.3640)
C (-2.3378, -1.7235, -1.1876)
C (-1.5697, -3.7353, -2.3594)
H (5.5487, -3.4037, -3.2234)
H (5.1753, -2.2421, -1.9405)
H (4.3329, -2.1368, -3.4861)
H (3.9333, -5.1569, -3.8560)
H (2.6994, -3.9376, -4.1892)
H (2.3412, -5.2854, -3.0967)
H (5.0611, -5.3299, -1.6830)
H (3.4979, -5.4369, -0.8496)
H (4.6775, -4.2200, -0.3601)
H (3.8491, -2.1009, -0.0594)
H (0.9617, -3.5298, -2.8488)
H (-0.8961, -0.4443, -3.1659)
H (-2.1346, -1.5147, -3.8605)
H (-0.4094, -1.8970, -4.0450)
H (-2.2449, -0.6524, -1.0350)
H (-2.3479, -2.1861, -0.2017)
H (-3.2902, -1.9420, -1.6843)
H (-0.8900, -4.2124, -3.0654)
H (-2.5702, -3.7671, -2.8004)
H (-1.5786, -4.3313, -1.4435)
Br (5.2620, 0.2912, 6.8710)
C (3.5774, 0.0802, 6.0136)
C (2.9666, -1.1610, 6.0198)
C (1.7398, -1.3122, 5.3923)
C (1.1254, -0.2343, 4.7576)
C (1.7397, 1.0156, 4.8072)
C (2.9725, 1.1738, 5.4171)
N (-0.1170, -0.3262, 4.1019)
C (-0.4228, -1.3892, 3.4917)
C (-1.7627, -1.5452, 2.8809)
C (-2.2523, -2.8150, 2.6094)
C (-3.5423, -2.9452, 2.1187)
C (-4.2851, -1.8005, 1.8908)
C (-3.6924, -0.5703, 2.1610)
N (-2.4726, -0.4382, 2.6541)
H (3.4402, -1.9986, 6.5132)
H (1.2492, -2.2775, 5.4168)
H (1.2326, 1.8663, 4.3638)
H (3.4523, 2.1424, 5.4379)
H (0.2613, -2.2394, 3.3992)
H (-1.6289, -3.6830, 2.7860)
H (-3.9522, -3.9240, 1.9037)
H (-5.2900, -1.8467, 1.4937)
H (-4.2322, 0.3541, 1.9764)
C (-1.6654, 6.7864, -5.1444)
C (-1.3878, 5.6044, -4.2523)
C (-1.7125, 4.3119, -4.6477)
C (-1.4484, 3.2270, -3.8197)
C (-0.8685, 3.4434, -2.5817)
C (-0.5242, 4.7220, -2.1712)
C (-0.7876, 5.7933, -3.0073)
S (-0.5355, 2.0545, -1.4854)
C (-2.1491, 2.1381, -0.6882)
O (0.4596, 2.5450, -0.5009)
H (-2.1435, 6.4789, -6.0739)
H (-0.7409, 7.3099, -5.3956)
H (-2.3207, 7.5038, -4.6465)
H (-2.1699, 4.1494, -5.6171)
H (-1.6892, 2.2175, -4.1367)
H (-0.0551, 4.8492, -1.2018)
H (-0.5260, 6.7965, -2.6893)
H (-2.3051, 3.1384, -0.2849)
H (-2.2359, 1.3986, 0.1072)
H (-2.8909, 1.9079, -1.4563)

Computed properties:
Net charge = -1


Entry 2:
Formula: C4H4I2
Source: OMol25
Level of theory: ωB97M-V with the def2-TZVPD basis set

Geometry (Å):
C (-0.5943, -0.9846, 0.5791)
C (-1.0517, -1.8493, 1.3104)
C (-0.4759, 0.5314, 0.5234)
C (0.3027, -0.2747, -0.4212)
I (-2.0847, -2.7228, 2.7541)
I (-0.2335, 0.2542, 4.4572)
H (-1.2786, 1.1249, 0.2067)
H (-0.1650, 1.0479, 1.4292)
H (1.3904, -0.2844, -0.5184)
H (-0.3894, -0.3476, -1.3135)


Entry 3:
Formula: C12H30N2O8SV
Source: OMol25
Level of theory: ωB97M-V with the def2-TZVPD basis set

Geometry (Å):
V (14.4896, -11.4335, -8.3997)
S (14.3335, -9.3196, -10.1927)
O (14.9335, -9.4613, -8.8828)
O (15.2193, -8.7550, -11.1798)
O (14.0962, -10.7353, -10.3605)
O (13.0859, -8.5496, -10.0399)
C (17.4123, -11.1857, -10.1072)
O (16.7210, -11.7286, -9.0059)
C (17.5937, -12.1720, -7.9424)
C (16.7372, -12.8293, -6.8583)
N (15.5456, -12.1069, -6.4898)
C (15.8617, -10.8973, -5.7693)
C (14.5438, -10.2950, -5.3515)
O (13.7972, -10.0551, -6.5715)
C (12.9692, -8.9000, -6.5436)
H (16.6648, -10.9728, -10.8713)
H (18.0618, -11.9078, -10.6020)
H (18.0247, -10.2918, -9.9888)
H (18.2122, -11.3873, -7.5067)
H (18.1978, -12.9355, -8.4326)
H (17.3697, -13.0176, -5.9908)
H (16.4490, -13.8087, -7.2400)
H (15.0328, -12.7698, -5.9262)
H (16.3863, -10.2252, -6.4483)
H (16.4770, -11.0643, -4.8852)
H (14.7501, -9.3730, -4.8079)
H (14.0854, -11.0673, -4.7338)
H (13.4918, -8.0088, -6.1963)
H (12.0601, -9.1291, -5.9875)
H (12.6199, -8.7678, -7.5676)
C (15.3933, -14.1781, -10.0030)
O (14.4244, -13.4919, -9.2587)
C (13.2939, -14.3177, -8.9864)
C (12.0942, -13.3565, -8.9834)
N (12.3565, -12.1241, -8.1779)
C (11.6300, -12.1363, -6.8970)
C (11.8700, -13.3327, -5.9503)
O (13.2665, -13.5077, -5.5395)
C (13.4235, -14.2069, -4.3048)
H (16.0580, -14.7084, -9.3210)
H (16.0454, -13.5191, -10.5761)
H (14.9828, -14.9268, -10.6806)
H (13.3530, -14.8561, -8.0405)
H (13.0842, -15.0561, -9.7602)
H (11.2984, -13.9294, -8.5075)
H (11.7442, -13.1514, -9.9951)
H (11.8641, -11.3751, -8.6433)
H (10.5949, -11.8648, -7.1038)
H (11.9022, -11.3265, -6.2200)
H (11.6679, -14.2548, -6.4952)
H (11.2307, -13.2252, -5.0741)
H (13.1295, -13.5349, -3.4985)
H (14.4553, -14.4476, -4.0490)
H (12.8016, -15.0982, -4.2219)

Computed properties:
⟨S²⟩ = 3.755
Multiplicity = 4


Entry 4:
Formula: C3H13NO3
Source: OMol25
Level of theory: ωB97M-V with the def2-TZVPD basis set

Geometry (Å):
C (1.1003, 1.2881, -1.0023)
C (-0.0834, 1.6589, -0.5195)
C (-0.5934, 3.0843, -0.5224)
N (-1.1336, 0.7613, -0.2922)
H (1.3160, 0.2472, -1.1527)
H (1.9002, 2.0375, -1.0710)
H (-1.6503, 3.2116, -0.7599)
H (-0.1202, 3.5029, -1.4288)
H (-0.2633, 3.6611, 0.3606)
H (-2.0215, 1.2121, -0.4400)
H (-1.1210, -0.0939, -0.8220)
O (1.5675, -2.4358, 1.3873)
H (0.8980, -1.8322, 1.7101)
H (1.3899, -3.3478, 1.6158)
O (-1.9394, -1.0303, 1.6934)
H (-1.5342, -0.2847, 2.1432)
H (-2.2322, -1.6345, 2.3875)
O (1.1218, -3.3904, -0.9970)
H (1.8988, -3.4940, -0.4423)
H (1.5001, -3.1214, -1.8476)

Computed properties:
Structure (SMILES) = C=C(C)N.O.O.O


Entry 5:
Formula: CN3O5S
Source: OMol25
Level of theory: ωB97M-V with the def2-TZVPD basis set

Geometry (Å):
C (0.0825, 1.7372, -0.2304)
N (-0.2829, 2.0998, -1.2603)
N (0.0552, -1.0013, -0.6856)
N (-1.2419, -0.9771, -0.3190)
O (-1.6097, -0.1665, 0.5263)
O (-1.9449, -1.7178, -0.9995)
O (2.3259, -0.0646, -0.1953)
O (1.0207, -0.9813, 1.7542)
O (0.4820, 1.3567, 0.8919)
S (1.1132, -0.2850, 0.5176)

Computed properties:
Net charge = -1


Across the entries above, energy above the lowest of the compared OMol25 structures with the same formula, charge and spin takes the values 52.7, 385.3, 228.6, 139.4, 269.8 kJ/mol, respectively.